Entry 1:
Computed, not measured: 10 unconnected molecules or ions with the total composition C25H73N17O13, with wB97M-V/def2-TZVPD.

XYZ file:
```
128
Properties=species:S:1:pos:R:3:forces:R:3:lowdin_charge:R:1
C -0.526 -0.751 0.880 -1.9 -0.5 0.2 -0.759
O 0.126 -0.815 1.897 2.1 -0.1 2.4 -0.012
N -1.741 -1.249 0.800 -1.9 -1.5 1.1 0.203
N -0.161 -0.176 -0.213 2.4 2.1 -2.5 0.221
H -2.066 -1.684 1.651 -0.4 -0.1 0.0 0.074
H -2.242 -1.176 -0.074 -0.2 -0.2 0.0 0.048
H -0.754 -0.182 -1.030 0.2 0.2 0.0 0.084
H 0.741 0.278 -0.194 -0.1 -0.1 -0.6 0.085
C 1.389 -0.920 5.148 0.1 1.2 0.1 -0.841
O 1.899 -0.972 6.211 2.1 0.2 4.5 0.056
N 1.176 -1.991 4.468 -1.1 -4.6 -2.9 0.174
N 0.998 0.188 4.577 -1.5 3.9 -1.9 0.199
H 1.564 -2.857 4.816 0.1 0.4 -0.1 0.126
H 0.866 -1.992 3.507 0.0 0.2 0.3 0.054
H 0.483 0.211 3.709 0.1 -0.4 -0.1 0.065
H 1.074 1.095 5.016 0.2 -0.6 0.4 0.119
C -0.740 1.984 -3.571 -1.0 -1.2 -1.4 -0.767
O -1.676 1.694 -4.306 -1.5 -0.1 -0.6 0.003
N -0.635 3.044 -2.845 -1.3 4.3 1.9 0.193
N 0.315 1.258 -3.426 3.5 -2.6 0.4 0.211
H 0.095 3.108 -2.149 -0.2 0.4 0.0 0.078
H -1.371 3.730 -2.921 0.3 0.0 0.3 0.132
H 1.055 1.592 -2.825 0.0 -0.3 0.0 0.081
H 0.363 0.282 -3.682 -0.1 -0.1 -0.5 0.061
C 3.287 0.358 -2.112 1.9 0.5 0.3 -0.809
O 2.376 0.663 -1.431 -4.5 0.9 2.7 0.035
N 3.252 -0.145 -3.296 -1.2 -2.7 -4.9 0.208
N 4.524 0.582 -1.789 4.2 0.7 1.4 0.201
H 4.095 -0.592 -3.629 -0.4 0.0 -0.2 0.123
H 2.404 -0.564 -3.651 -0.1 0.2 0.0 0.077
H 5.198 0.324 -2.495 0.4 0.5 0.8 0.115
H 4.806 1.016 -0.921 -0.1 -0.1 -0.2 0.125
C -3.672 -0.022 -1.767 -0.8 -0.8 1.4 -0.821
O -2.622 -0.583 -1.692 3.8 -1.9 0.5 0.033
N -4.006 0.710 -2.730 -0.7 3.7 -5.2 0.211
N -4.623 -0.095 -0.888 -2.0 -1.3 3.4 0.201
H -4.886 1.205 -2.692 0.6 0.2 -0.4 0.129
H -3.202 1.057 -3.234 -0.1 0.5 -1.1 0.083
H -4.405 -0.667 -0.085 -1.0 0.2 0.1 0.104
H -5.531 0.255 -1.160 0.1 -0.4 1.0 0.123
C 2.398 -4.068 1.956 1.6 4.5 0.0 -0.759
O 3.378 -3.332 2.089 0.0 -0.4 -0.1 0.019
N 2.458 -5.363 1.935 -0.3 -4.2 0.3 0.164
N 1.171 -3.538 1.792 -0.9 -0.4 0.0 0.170
H 1.609 -5.797 2.269 0.3 -0.5 -0.2 0.105
H 3.328 -5.823 2.164 -0.2 0.3 0.1 0.122
H 0.410 -4.155 1.550 -0.1 0.6 -0.1 0.108
H 1.120 -2.531 1.733 -0.4 0.0 -0.3 0.062
C -2.292 -3.338 4.088 -2.4 0.9 -3.8 -0.832
O -2.573 -2.280 3.606 -1.0 3.8 -1.5 0.032
N -1.443 -3.475 4.982 4.5 -2.0 5.8 0.210
N -2.804 -4.417 3.524 -1.4 -3.1 -1.1 0.164
H -1.258 -4.422 5.278 0.5 0.4 0.3 0.126
H -0.829 -2.725 5.265 -0.1 0.0 -0.1 0.114
H -3.405 -4.238 2.732 0.0 -0.2 0.4 0.113
H -2.775 -5.333 3.948 -0.1 0.2 -0.3 0.104
C 2.040 -0.630 -8.549 0.4 -0.6 0.1 -0.122
O 1.408 -1.104 -7.385 0.0 -0.1 0.6 -0.207
C 0.316 -0.364 -6.795 0.8 0.0 -1.9 -0.199
C -0.333 -1.273 -5.789 0.8 1.4 -0.7 -0.194
N 0.543 -1.395 -4.615 -1.2 -1.2 0.3 -0.075
C -0.147 -2.294 -3.657 0.7 1.1 0.8 -0.166
C 0.748 -2.507 -2.437 -0.1 0.3 -0.3 -0.217
O 1.936 -3.173 -2.818 -0.8 -0.7 -1.0 -0.185
C 2.941 -3.227 -1.860 0.1 0.7 0.6 -0.102
H 1.386 -0.382 -9.385 -0.5 0.4 0.2 0.083
H 2.616 -1.471 -8.935 0.1 -0.1 0.2 0.083
H 2.763 0.157 -8.335 -0.2 0.4 0.0 0.083
H -0.304 -0.105 -7.654 -0.8 -0.1 0.2 0.119
H 0.603 0.606 -6.388 0.4 -0.1 0.4 0.119
H -0.520 -2.216 -6.303 -0.2 -0.2 0.3 0.127
H -1.249 -0.738 -5.537 -0.2 -0.4 0.5 0.120
H 1.413 -1.844 -4.863 0.1 -0.2 -0.5 0.105
H -0.542 -3.209 -4.097 0.4 -0.3 -0.1 0.123
H -1.015 -1.738 -3.301 -0.2 0.0 0.1 0.101
H 0.156 -2.967 -1.646 0.2 -0.7 0.2 0.123
H 1.050 -1.549 -2.015 -0.1 0.4 0.0 0.081
H 2.964 -2.263 -1.351 0.3 0.2 0.3 0.076
H 3.895 -3.389 -2.361 -0.1 -0.2 0.0 0.094
H 2.774 -3.974 -1.084 0.0 -0.3 0.0 0.083
C -6.183 -0.807 2.371 0.6 1.9 0.0 -0.104
O -6.108 0.580 2.785 -0.5 -0.1 0.9 -0.239
C -5.397 0.870 4.047 0.0 -1.6 -2.2 -0.142
C -3.852 0.817 3.731 -2.0 1.5 1.6 -0.190
N -3.443 2.207 3.573 2.5 0.3 0.2 -0.058
C -1.947 2.422 3.397 -1.4 1.0 0.1 -0.167
C -1.753 3.734 2.548 0.0 -2.1 -0.6 -0.165
O -2.504 3.592 1.320 0.7 0.1 -1.1 -0.208
C -2.152 2.501 0.403 -1.2 -0.5 1.3 -0.071
H -6.661 -1.533 3.029 -0.2 0.4 0.5 0.081
H -5.156 -1.125 2.195 0.0 -0.5 -0.3 0.054
H -6.775 -0.696 1.462 0.2 -0.6 -0.1 0.080
H -5.789 0.124 4.738 0.6 -0.2 0.4 0.106
H -5.736 1.842 4.405 0.2 0.1 -0.3 0.113
H -3.661 0.142 2.897 0.2 -0.1 0.0 0.084
H -3.423 0.466 4.670 0.6 -0.3 -0.3 0.115
H -3.920 2.786 2.896 -0.2 -0.6 -0.3 0.099
H -1.439 1.547 2.992 -0.1 -0.1 -0.7 0.083
H -1.460 2.526 4.367 -0.2 0.3 0.3 0.101
H -0.709 3.926 2.301 0.2 -0.2 0.2 0.088
H -2.099 4.626 3.071 -0.5 -0.2 -0.1 0.119
H -2.913 2.429 -0.373 -0.2 0.6 0.1 0.078
H -2.277 1.563 0.943 0.2 -0.2 0.2 0.061
H -1.202 2.412 -0.124 0.5 1.0 0.5 0.053
C 2.028 4.763 -2.519 0.1 0.0 -1.8 -0.119
O 1.849 3.868 -1.467 0.8 0.1 0.2 -0.196
C 1.890 4.513 -0.225 -1.0 0.9 0.5 -0.254
C 1.753 3.551 0.860 0.6 -1.5 0.9 -0.225
N 2.838 2.520 0.832 -0.9 0.9 0.7 -0.003
C 2.556 1.560 1.897 -0.6 -0.7 0.5 -0.215
C 3.491 0.342 1.982 -0.6 0.2 -0.1 -0.192
O 4.719 0.564 2.624 0.7 0.3 -3.0 -0.176
C 4.658 0.693 3.974 -0.2 0.2 1.0 -0.134
H 2.643 5.643 -2.326 0.1 -0.1 0.5 0.094
H 1.090 5.090 -2.966 -0.4 0.3 0.4 0.078
H 2.493 4.219 -3.342 0.3 -0.1 0.0 0.093
H 0.988 5.121 -0.149 -0.1 0.7 -0.1 0.132
H 2.747 5.134 0.039 0.5 0.1 -1.0 0.135
H 0.738 3.154 0.824 -0.2 -0.8 -0.1 0.089
H 1.732 4.124 1.787 0.5 -0.1 0.3 0.125
H 2.630 1.982 0.002 0.4 0.1 -0.6 0.043
H 1.557 1.164 1.712 -0.3 -0.5 0.0 0.082
H 2.412 2.040 2.865 0.5 0.3 0.1 0.100
H 3.609 0.000 0.955 0.8 0.1 -0.1 0.107
H 3.033 -0.533 2.443 -0.6 0.1 0.4 0.100
H 4.407 -0.274 4.409 0.0 0.0 0.6 0.094
H 3.903 1.429 4.255 -0.1 0.1 0.4 0.075
H 5.638 1.062 4.275 -0.1 -0.2 0.4 0.095
```
Forces are in eV/Å.

Properties
SMILES: COCCNCCOC.COCCNCCOC.COCCNCCOC.NC(N)=O.NC(N)=O.NC(N)=O.NC(N)=O.NC(N)=O.NC(N)=O.NC(N)=O


Entry 2:
Computed, not measured: a molecular structure, C25H74Ag2N14O12, with wB97M-V/def2-TZVPD.

XYZ file:
```
127
Properties=species:S:1:pos:R:3:forces:R:3:lowdin_charge:R:1
Ag -14.027 -13.491 3.073 0.8 0.4 0.2 0.750
Ag -13.706 -16.657 6.027 -0.5 -0.5 -0.3 0.800
O -13.081 -14.751 5.000 -0.1 -0.4 -0.1 -0.431
C -12.452 -14.182 6.115 -0.3 1.0 -1.4 -0.400
C -13.137 -14.411 7.431 0.6 0.0 2.9 -0.374
O -13.013 -15.706 8.033 -0.9 1.7 -0.2 -0.405
H -12.388 -13.069 6.005 -0.2 -0.2 0.0 0.096
H -11.390 -14.473 6.125 0.0 -0.2 0.6 0.083
H -14.210 -14.094 7.481 0.5 -0.1 -0.8 0.079
H -12.672 -13.649 8.132 0.0 -0.3 -0.5 0.094
C -15.192 -9.716 2.435 0.3 0.0 0.1 -0.047
C -13.934 -9.802 3.293 0.7 0.0 -0.3 -0.405
C -13.694 -8.482 4.018 1.3 -0.2 1.5 -0.224
O -14.788 -8.051 4.784 -0.4 -0.3 -0.1 -0.191
C -15.393 -6.888 4.313 -0.4 0.3 -0.1 -0.120
N -14.008 -11.005 4.171 -1.0 0.8 0.8 0.042
H -16.053 -9.677 3.104 -0.1 0.1 -0.2 0.089
H -15.274 -10.575 1.780 -0.1 -0.2 0.1 0.041
H -15.177 -8.831 1.796 0.0 0.1 0.1 0.083
H -13.037 -9.911 2.657 -0.3 -0.2 0.1 0.129
H -13.236 -7.725 3.364 -0.7 0.1 -0.2 0.132
H -12.925 -8.571 4.808 0.2 -0.6 -0.5 0.129
H -14.808 -6.005 4.581 0.0 0.1 -0.1 0.091
H -16.369 -6.821 4.788 -0.1 0.1 0.0 0.090
H -15.529 -6.939 3.229 -0.1 0.2 0.0 0.081
H -13.479 -10.838 5.037 0.3 -0.1 -0.6 0.082
H -14.966 -10.998 4.557 0.4 -0.1 -0.4 0.067
C -17.208 -16.777 2.057 0.4 -0.1 -0.2 -0.045
C -16.412 -15.526 2.407 0.4 0.2 -0.3 -0.424
C -16.612 -15.131 3.839 -0.4 -1.2 0.2 -0.243
O -16.062 -13.866 4.089 -0.8 0.3 0.5 -0.253
C -16.202 -13.541 5.475 0.6 -1.5 -0.6 -0.095
N -14.955 -15.697 2.148 -0.5 0.5 0.7 0.031
H -18.206 -16.554 1.685 -0.1 0.0 0.2 0.081
H -17.248 -17.483 2.888 -0.1 0.1 0.1 0.089
H -16.664 -17.286 1.263 -0.2 -0.1 -0.2 0.071
H -16.830 -14.657 1.872 0.4 -0.2 -0.5 0.134
H -16.153 -15.901 4.490 -0.1 0.3 0.0 0.113
H -17.700 -15.182 4.007 0.1 0.4 0.3 0.143
H -15.850 -14.427 6.026 -0.3 0.2 0.1 0.056
H -17.250 -13.353 5.682 0.0 0.4 0.3 0.100
H -15.471 -12.781 5.714 -0.3 0.6 0.0 0.072
H -14.507 -15.986 3.023 0.0 -0.1 -0.3 0.055
H -14.771 -16.404 1.455 0.0 -0.1 -0.2 0.071
C -6.952 -12.654 2.904 -0.1 0.8 0.3 -0.057
C -6.778 -12.894 4.433 -0.3 -0.5 -0.7 -0.387
C -8.068 -12.577 5.188 0.4 -0.4 0.3 -0.241
O -7.795 -12.730 6.555 0.0 0.3 0.6 -0.191
C -8.805 -12.159 7.357 -0.1 -0.5 -0.6 -0.106
N -6.299 -14.272 4.766 -0.2 1.3 -0.3 0.051
H -7.926 -12.965 2.513 0.2 -0.3 0.2 0.045
H -6.171 -13.119 2.304 0.0 -0.2 0.2 0.073
H -6.886 -11.573 2.692 -0.1 -0.2 0.1 0.075
H -6.064 -12.145 4.795 0.2 -0.5 0.1 0.135
H -8.885 -13.278 4.958 0.0 0.2 -0.5 0.102
H -8.357 -11.527 5.021 -0.2 -0.2 -0.4 0.125
H -8.517 -12.358 8.382 -0.1 0.2 0.2 0.085
H -9.780 -12.635 7.146 0.1 0.0 0.1 0.075
H -8.921 -11.088 7.134 0.1 0.0 0.3 0.086
H -5.306 -14.262 4.550 -0.2 -0.5 0.0 0.068
H -6.777 -14.931 4.151 0.3 0.1 0.0 0.051
C -13.108 -12.795 -1.416 0.4 0.4 0.5 -0.061
C -13.136 -13.117 0.084 -0.9 0.6 -0.3 -0.402
C -12.016 -12.357 0.748 2.2 0.3 -0.6 -0.246
O -11.937 -12.595 2.113 -0.7 0.0 0.7 -0.265
C -10.670 -12.441 2.707 0.3 -0.7 0.3 -0.102
N -14.462 -12.759 0.710 0.1 -0.6 -1.1 0.021
H -13.193 -11.708 -1.535 0.0 -0.1 -0.1 0.082
H -13.928 -13.243 -1.969 0.0 -0.3 0.0 0.077
H -12.132 -13.093 -1.809 -0.2 -0.1 -0.3 0.085
H -12.954 -14.183 0.239 -0.2 0.0 0.2 0.133
H -11.946 -11.280 0.490 -0.9 0.0 0.3 0.136
H -11.033 -12.663 0.329 -0.5 -0.5 -0.3 0.135
H -9.964 -13.193 2.317 -0.1 0.5 -0.4 0.076
H -10.740 -12.742 3.755 -0.4 0.3 0.0 0.073
H -10.299 -11.411 2.640 0.1 -0.2 -0.1 0.102
H -15.134 -13.471 0.394 0.4 0.1 0.4 0.070
H -14.827 -11.926 0.234 0.4 0.0 0.4 0.073
C -10.193 -19.525 7.695 -0.1 0.1 -1.1 -0.090
C -10.654 -18.153 8.127 0.4 -0.4 -2.1 -0.309
O -11.992 -17.950 7.580 0.4 -0.6 1.2 -0.169
H -10.243 -19.570 6.598 -0.2 0.0 0.1 0.071
H -10.851 -20.309 8.064 0.2 -0.1 0.3 0.073
H -9.136 -19.695 7.898 -0.1 -0.1 0.5 0.074
H -10.011 -17.435 7.588 0.1 0.1 0.6 0.106
H -10.590 -18.030 9.208 0.3 -0.4 -1.0 0.072
H -12.405 -17.139 7.977 0.5 -0.1 -0.7 -0.026
C -9.625 -16.109 3.507 0.7 -0.1 -1.6 -0.548
O -8.751 -16.435 2.632 -2.6 1.0 2.7 -0.056
N -9.299 -16.025 4.880 -0.3 -0.2 -2.6 0.165
N -10.956 -15.733 3.142 2.7 -0.5 2.5 0.149
H -9.939 -15.773 5.595 -0.6 0.0 0.3 0.053
H -8.401 -16.378 5.148 0.1 0.0 0.0 0.094
H -11.622 -15.541 3.906 -0.2 0.1 -0.7 0.041
H -11.232 -15.876 2.201 -0.1 -0.1 -0.5 0.077
C -16.773 -16.395 7.433 -0.7 -0.2 0.1 -0.596
O -16.116 -17.188 6.722 -0.4 0.9 0.6 -0.067
N -18.177 -16.348 7.343 2.1 1.1 0.8 0.165
N -16.165 -15.550 8.353 0.2 -1.2 -1.6 0.171
H -18.662 -15.586 7.809 0.1 -0.4 0.0 0.062
H -18.670 -17.005 6.789 0.0 -0.4 -0.4 0.086
H -16.662 -14.870 8.897 -0.3 -0.3 0.3 0.055
H -15.141 -15.633 8.391 -0.4 0.0 0.1 0.059
C -10.624 -16.094 10.921 -1.0 -0.4 -0.4 -0.600
O -10.064 -16.075 12.013 -0.4 0.0 -1.3 0.023
N -11.494 -17.103 10.478 0.9 2.4 1.6 0.112
N -10.471 -15.119 9.908 0.6 -0.1 1.1 0.151
H -11.818 -17.005 9.531 -0.6 -0.1 0.7 0.030
H -11.666 -17.885 11.072 -0.2 -0.2 0.0 0.117
H -11.237 -14.929 9.270 0.0 -0.4 0.1 0.045
H -9.982 -14.301 10.251 -0.1 -0.2 -0.1 0.092
C -18.029 -12.855 9.155 -0.5 -0.1 0.4 -0.546
O -18.540 -13.997 9.129 1.1 1.9 -0.2 -0.020
N -16.947 -12.470 8.349 -1.8 0.1 1.4 0.174
N -18.575 -11.879 10.027 0.7 -1.9 -1.8 0.152
H -16.419 -13.110 7.794 -0.1 -0.5 0.1 0.036
H -16.622 -11.533 8.405 0.2 0.4 0.1 0.093
H -19.352 -12.211 10.567 0.0 0.0 0.1 0.098
H -18.157 -11.003 10.242 0.3 0.3 0.0 0.083
C -14.110 -14.670 11.722 0.6 -0.1 -1.7 -0.650
O -14.443 -14.379 12.849 0.0 0.0 0.3 0.026
N -13.473 -13.760 10.863 -1.0 -0.7 0.6 0.155
N -14.366 -15.917 11.160 -0.5 1.6 1.7 0.154
H -12.974 -13.018 11.310 0.1 0.1 0.0 0.092
H -13.226 -14.059 9.938 0.3 -0.1 0.0 0.022
H -14.035 -16.209 10.266 0.3 -0.2 -0.2 0.049
H -14.747 -16.505 11.886 0.0 -0.5 -0.7 0.104
```
Forces are in eV/Å.


For reference, ΔE to the lowest compared entry with this formula, charge and spin by record: 259.1; 0.0 kJ/mol.
For reference, largest force on an atom by record: 7.6; 3.9 eV/Å.
For reference, orbital gap by record: 0.3094; 0.2982 Eh.